The molecule C6H6O2 in a non-equilibrium geometry. Source: the OMol25 dataset; level of theory: wB97M-V/def2-TZVPD.

ORCA input file:
```
! RIJCOSX wB97M-V def2-TZVPD def2/J DEFGRID3
* xyz 0 1
C -2.19 -1.56 -0.92
C -1.46 -1.17 -0.02
C -0.41 -0.42 0.64
C 0.54 -1.21 1.20
C -0.24 1.05 0.32
C 0.87 1.03 -0.76
O 0.83 0.62 -1.87
O 1.90 1.79 -0.32
H -3.09 -2.01 -1.39
H 0.23 -2.25 1.36
H 1.53 -0.88 1.71
H -1.11 1.57 -0.15
H 0.02 1.61 1.22
H 2.58 1.83 -1.02
*
```

Values from the calculation:
total energy	-10411.398	eV
Kohn-Sham gap	9.723	eV
SMILES string	C#CC(=C)CC(=O)O

natural (NBO) population analysis, charges in e, atoms 1 to 6: -0.211, -0.046, -0.088, -0.335, -0.536, 0.810